The following is a DFT calculation (ωB97M-V/def2-TZVPD) of C34H35ClN7O6S2Tb as an isolated structure in a non-equilibrium geometry.

Atoms and positions in Å:
Tb1 0.1580 -0.8150 -0.2244
O1 0.8672 1.2717 -6.0892
C1 1.3455 2.2846 -5.4054
O2 1.6805 3.3171 -5.9320
C2 1.4416 2.1063 -3.9174
C3 2.0525 3.0018 -3.0523
Cl1 2.7416 4.4844 -3.4989
N1 1.9545 2.5092 -1.7807
N2 1.2750 1.3445 -1.7997
C4 0.9841 1.0777 -3.0630
C5 0.2184 -0.1903 -3.3859
O3 0.0463 -0.4993 -4.5672
O4 -0.2104 -0.8449 -2.3901
C6 2.4288 3.0155 -0.5217
C7 3.2657 4.1233 -0.4243
C8 3.6890 4.5739 0.8185
C9 3.3051 3.9309 1.9794
C10 2.4822 2.8212 1.8870
C11 2.0439 2.3693 0.6555
H1 0.5274 0.5349 -5.4977
H2 3.6127 4.6358 -1.2990
H3 4.3483 5.4302 0.8656
H4 3.6696 4.2594 2.9425
H5 2.2006 2.2760 2.7788
H6 1.4396 1.4817 0.6187
C12 -6.6974 -1.5949 -0.7018
C13 -5.2050 -1.5426 -0.5693
C14 -4.5770 -1.4725 0.6686
C15 -3.1951 -1.4545 0.7370
N3 -2.4056 -1.5071 -0.3395
C16 -3.0068 -1.5782 -1.5331
C17 -4.3805 -1.5920 -1.6902
H7 -7.1880 -1.3457 0.2373
H8 -7.0035 -2.6017 -0.9925
H9 -7.0458 -0.9128 -1.4774
H10 -5.1579 -1.4313 1.5811
H11 -2.6929 -1.3937 1.6950
H12 -2.3541 -1.6304 -2.3951
H13 -4.8074 -1.6392 -2.6841
N4 -0.7707 -2.6282 7.4039
C18 -0.6174 -2.3487 6.2985
C19 -0.4372 -2.0008 4.9240
C20 -0.1180 -0.6934 4.5612
C21 0.0358 -0.3688 3.2231
C22 -0.1097 -1.2925 2.1698
C23 -0.4230 -2.6007 2.5974
C24 -0.5867 -2.9627 3.9241
H14 0.0051 0.0538 5.3360
H15 0.2793 0.6678 2.9904
H16 -0.5527 -3.3822 1.8505
H17 -0.8306 -3.9819 4.1992
N5 2.4869 -0.7767 -0.2138
C25 3.5037 -0.3819 0.2353
N6 4.6592 -0.0679 0.6093
C26 5.0829 0.7294 1.5589
N7 5.5267 1.4223 2.3737
O5 0.5542 -3.0670 -0.5947
S1 1.7958 -3.6842 -1.1968
C27 1.4950 -5.4950 -1.0842
C28 2.1546 -6.0005 0.1902
C29 3.4502 -5.2038 0.3089
C30 3.0414 -3.7488 0.1506
H18 1.9421 -5.9461 -1.9706
H19 0.4138 -5.6162 -1.1167
H20 2.3335 -7.0748 0.1413
H21 1.5178 -5.8057 1.0556
H22 4.1354 -5.4933 -0.4920
H23 3.9560 -5.3652 1.2604
H24 3.8599 -3.0781 -0.0942
H25 2.5130 -3.3710 1.0276
C31 -0.9103 4.9081 1.0660
C32 -1.6201 3.5637 0.9703
S2 -0.9159 2.6105 -0.4178
O6 -1.1219 1.1637 -0.0333
C33 -2.1732 2.9180 -1.7048
C34 -3.5295 2.3186 -1.3684
H26 -1.3463 5.5058 1.8657
H27 -1.0039 5.4710 0.1350
H28 0.1515 4.7744 1.2763
H29 -2.6954 3.6706 0.8418
H30 -1.4272 2.9350 1.8397
H31 -1.7440 2.4439 -2.5900
H32 -2.1968 3.9967 -1.8680
H33 -3.3986 1.3415 -0.8996
H34 -4.1149 2.1800 -2.2764
H35 -4.1004 2.9584 -0.6966

Forces on the atoms, in the same order (eV/Å):
-0.4378 0.1751 0.4330
0.0645 0.3398 -0.3566
-0.1109 0.1589 -0.0310
0.0885 -0.0133 0.0607
0.1918 0.0791 0.1022
-0.2602 -0.2201 -0.1622
0.0580 0.0481 0.1148
0.0760 0.0309 -0.1866
-0.0543 -0.2555 -0.0947
-0.0628 0.1091 0.0203
0.0843 0.2598 -0.1045
-0.1781 -0.2268 0.3276
-0.0956 -0.0096 -0.8489
0.0539 0.0798 0.2628
-0.0553 -0.1086 -0.0946
-0.0119 -0.0134 0.0646
0.0213 0.0434 0.0301
-0.0644 -0.0645 0.0070
0.0632 0.0693 -0.1264
0.0744 -0.2397 0.0154
0.0377 0.0277 -0.0465
0.0074 -0.0088 -0.0218
0.0052 0.0116 -0.0116
0.0016 -0.0045 -0.0099
-0.0708 -0.0030 -0.0258
0.0287 -0.0257 -0.0071
0.0971 0.0061 -0.0123
-0.0556 -0.0075 -0.0701
0.0794 0.0292 0.0976
0.1131 0.0651 -0.0151
-0.0378 -0.1054 -0.1271
-0.0321 0.0080 0.0945
-0.0223 0.0019 -0.0141
-0.0422 0.0130 0.0185
-0.0071 0.0098 0.0147
0.0185 -0.0010 0.0052
0.0203 0.0118 -0.0223
0.0313 0.0439 0.0252
0.0387 -0.0277 -0.0104
0.0105 0.0119 -0.0637
-0.0406 -0.0802 0.3192
0.0478 0.0823 -0.4314
-0.0135 -0.0114 0.1673
0.0093 0.0559 -0.3143
-0.0870 -0.1365 0.7596
0.0697 0.0421 -0.2937
-0.0018 0.0301 0.1476
0.0021 0.0097 -0.0209
-0.0133 0.0027 0.0409
-0.0010 0.0059 0.0108
-0.0063 0.0059 -0.0076
0.5187 -0.0506 0.2732
-0.2638 -0.0716 0.0173
0.4173 -0.2410 -0.2849
-0.1604 0.2295 0.2200
-0.0217 -0.0765 -0.0611
-0.3365 0.0754 0.2373
0.5333 -0.6617 0.1301
-0.0098 0.2083 -0.0369
0.0973 -0.0118 0.0476
-0.1343 -0.0724 -0.0136
0.0548 -0.0203 -0.1702
-0.0188 0.0385 -0.0312
-0.0047 0.0288 -0.0901
-0.0365 0.0012 -0.0124
-0.0178 0.0185 -0.0191
0.0482 -0.0106 0.0469
0.0189 0.0266 -0.0069
-0.0290 0.0355 -0.0062
-0.0371 0.0430 -0.0280
0.0004 -0.0277 -0.0493
0.2191 -0.0097 -0.2291
-0.6809 0.7413 0.0344
0.0187 -0.2623 0.2081
0.1285 -0.2439 0.2034
0.0247 -0.0079 0.0756
-0.0095 0.0044 -0.0155
-0.0058 0.0384 0.0340
0.0033 -0.0028 -0.0191
-0.0109 -0.0946 0.0111
0.0037 -0.0242 -0.0106
0.0428 0.0663 -0.0122
0.0538 0.0134 -0.0094
-0.0435 0.0062 -0.0284
0.0190 0.0394 -0.0217
-0.0134 -0.0297 0.0086

Properties
Net charge: 0
F_max (eV/A): 1.0
Spin multiplicity: 7
LUMO (alpha / beta) (Ha): -0.0011 / -0.0004
⟨S²⟩: 12.058
HOMO-LUMO gap (alpha / beta) (eV): 8.60 / 8.70


The following is a DFT calculation (ωB97M-V/def2-TZVPD) of C34H35ClNO4ReS4SbTe as an isolated structure in a non-equilibrium geometry.

Atoms and positions in Å:
Re1 -3.0163 1.6454 -1.2181
S1 -5.9595 0.1035 -0.2492
Sb1 -5.8581 1.7759 1.3920
S2 -3.9968 2.9570 0.2922
S3 -3.9389 -0.2993 -0.5214
S4 -4.3964 0.7904 2.9576
C1 -1.2824 -2.0387 -2.2962
C2 -2.4838 -1.9041 -3.1867
C3 -3.2095 -3.0246 -3.5684
C4 -4.3191 -2.9110 -4.3906
Cl1 -5.1795 -4.3353 -4.8537
C5 -4.7362 -1.6749 -4.8456
C6 -4.0262 -0.5417 -4.4700
C7 -2.9202 -0.6745 -3.6533
O1 -2.1862 0.4695 -3.2293
C8 -2.1345 1.5140 -4.2007
C9 -3.3516 2.3884 -4.0732
O2 -3.8695 3.0711 -4.8750
O3 -3.8503 2.3250 -2.7421
H1 -1.0105 -3.0859 -2.1757
H2 -1.5015 -1.6298 -1.3034
H3 -0.4275 -1.5066 -2.7059
H4 -2.8992 -4.0039 -3.2290
H5 -5.6063 -1.5893 -5.4798
H6 -4.3771 0.4196 -4.8191
H7 -2.0569 1.1219 -5.2135
H8 -1.2444 2.1043 -3.9677
C10 5.3205 -3.5729 -1.4250
C11 4.0879 -2.8714 -0.9280
C12 3.3919 -3.3444 0.1751
C13 2.2598 -2.7038 0.6609
C14 1.5445 -3.3202 1.8405
C15 1.8524 -1.5427 0.0049
Te1 0.2184 -0.6175 0.8814
N1 -1.3897 1.6306 -0.4032
C16 -0.2428 2.0900 -0.0438
O4 0.6993 1.2537 0.3767
C17 0.1082 3.5016 -0.0059
C18 -0.7006 4.4471 -0.6409
C19 -0.3766 5.7884 -0.5805
C20 0.7588 6.1901 0.1145
C21 1.5729 5.2549 0.7443
C22 1.2531 3.9118 0.6868
C23 0.8343 -0.3891 2.8241
C24 2.1319 0.0294 3.1589
C25 3.2319 0.3813 2.1882
C26 2.4230 0.1243 4.5144
C27 1.4955 -0.1804 5.5033
C28 1.8494 -0.0829 6.9596
C29 0.2164 -0.5821 5.1172
C30 -0.1442 -0.6938 3.7874
C31 -1.5434 -1.1477 3.4447
C32 2.4730 -1.0588 -1.1584
C33 2.0266 0.1309 -1.9739
C34 3.6011 -1.7434 -1.5852
H9 5.4534 -4.5370 -0.9400
H10 6.2074 -2.9695 -1.2258
H11 5.2700 -3.7302 -2.5020
H12 3.7259 -4.2506 0.6667
H13 1.5683 -4.4052 1.7525
H14 0.4825 -3.0598 1.9248
H15 2.0100 -3.0426 2.7873
H16 -1.5812 4.1431 -1.1970
H17 -1.0013 6.5193 -1.0735
H18 1.0127 7.2404 0.1628
H19 2.4535 5.5771 1.2814
H20 1.8770 3.1819 1.1821
H21 2.8757 0.7777 1.2383
H22 3.8476 -0.4936 1.9698
H23 3.8807 1.1316 2.6372
H24 3.4121 0.4587 4.8041
H25 2.8393 0.3429 7.1048
H26 1.8330 -1.0731 7.4171
H27 1.1252 0.5315 7.4943
H28 -0.5184 -0.8125 5.8789
H29 -2.1404 -1.2267 4.3498
H30 -1.5598 -2.1319 2.9686
H31 -2.0612 -0.4478 2.7822
H32 0.9531 0.3047 -1.9332
H33 2.2843 -0.0336 -3.0191
H34 2.5240 1.0463 -1.6503
H35 4.1114 -1.3902 -2.4740

Forces on the atoms, in the same order (eV/Å):
-0.8030 -0.4479 0.3144
-0.0830 -0.6208 -0.4054
-0.4054 0.5988 0.6823
0.2981 0.0861 -0.3550
0.0919 0.1889 -0.3904
0.0514 -0.0391 0.1180
-0.1034 0.0257 0.0322
0.0504 -0.1762 0.0029
0.0693 0.0043 0.0275
-0.0590 -0.1606 -0.0194
0.0314 0.0812 0.0318
0.0176 0.1472 0.0100
-0.1599 -0.1199 0.0218
0.0309 0.1517 0.0138
0.0201 0.0109 0.1856
0.3421 -0.1949 -0.0290
-0.4992 0.1728 0.9673
0.0764 0.0409 -0.1946
0.5662 0.1537 -0.5569
-0.0118 0.0047 0.0046
0.0044 -0.0065 -0.0470
0.1203 0.0718 -0.0223
0.0016 -0.0094 -0.0082
0.0022 -0.0049 -0.0235
-0.0012 -0.0462 -0.0402
-0.0048 -0.0239 0.0303
-0.0507 0.0571 -0.0789
-0.0602 0.0623 0.0172
0.0861 -0.0479 -0.0344
0.0026 -0.0848 0.0117
0.0983 -0.1414 0.0307
-0.0171 0.0161 -0.0022
0.0645 0.1909 -0.2105
-0.3733 0.2394 -0.1864
0.2407 0.1515 -0.5217
-0.1099 -0.1816 0.2177
0.2013 -0.0660 0.1438
0.0316 0.0237 -0.0225
-0.0456 0.0577 -0.0565
0.0323 -0.0357 0.0262
0.0100 0.0035 0.0004
-0.0529 -0.0121 -0.0273
0.0169 0.0459 -0.0104
0.1440 0.1229 0.0084
0.0408 0.0470 0.1408
-0.0894 -0.0494 -0.0925
0.0259 0.0245 0.0074
-0.0211 -0.0032 0.0671
-0.0087 -0.0090 -0.0948
0.0061 -0.0150 0.0412
-0.0493 -0.0303 0.1469
0.1094 0.0339 -0.0600
0.1158 -0.0677 0.0359
0.0125 -0.0518 0.0576
-0.0216 -0.0076 -0.0110
-0.0022 -0.0108 0.0057
0.0012 0.0140 0.0046
-0.0019 -0.0014 -0.0072
0.0020 -0.0125 -0.0059
0.0422 -0.0078 0.0190
-0.0088 0.0266 -0.1030
0.0204 0.0050 0.0043
0.0208 -0.0059 0.0343
-0.0056 0.0135 -0.0063
0.0011 0.0079 -0.0011
0.0099 0.0103 0.0090
-0.0041 -0.0155 0.0121
-0.0254 -0.0264 0.0602
-0.0022 -0.0230 -0.0083
0.0113 -0.0117 0.0038
0.0025 -0.0080 0.0178
0.0072 0.0021 -0.0056
0.0003 -0.0125 0.0046
-0.0163 0.0085 -0.0081
-0.0047 0.0021 0.0176
-0.0174 0.0052 0.0016
0.0277 -0.0258 -0.0050
0.0640 -0.0404 0.0214
-0.1375 -0.0472 0.0144
0.0309 0.0002 0.0161
0.0015 0.0091 0.0277
0.0009 -0.0168 -0.0176

Properties
Net charge: +2
F_max (eV/A): 1.1
Spin multiplicity: 2
LUMO (alpha / beta) (Ha): -0.2671 / -0.2749
⟨S²⟩: 0.757
HOMO-LUMO gap (alpha / beta) (eV): 6.10 / 5.88